[1]
# C20H21AlN5O3S2

A structure of composition C20H21AlN5O3S2 (ωB97M-V/def2-TZVPD, the Open Molecules 2025 dataset).

ORCA input file:
```
! RIJCOSX wB97M-V def2-TZVPD def2/J DEFGRID3
* xyz 0 2
C -1.39557 -0.91879 -3.10681
H 2.14889 4.47353 -1.36074
H 1.64063 2.10148 -1.87679
S 1.85178 -0.47673 -1.88965
C -0.31174 2.42671 0.72257
C 0.84537 4.49165 0.36359
C 3.57535 2.02083 3.04545
N -1.55694 0.39025 0.63651
H -2.27363 -4.01938 0.29293
H 0.46866 -5.53111 0.19906
C -3.89169 -0.58887 -2.01276
H 1.56004 -4.16834 0.58286
H -1.90404 -5.14303 -1.06883
H -4.68269 -1.37546 -3.84403
S -0.21701 -3.48619 -0.77380
O 1.11534 -0.51668 1.06606
C -3.79892 -1.11003 -3.28014
H -2.47182 -3.47715 -1.39693
C 2.49384 1.43527 3.68513
H 4.23241 2.69228 3.58026
N 2.87769 -2.80004 -0.64196
C -2.48725 -1.27896 -3.83831
C -1.31388 1.54651 1.43987
H 3.05628 0.54728 0.01558
H 2.28170 1.62741 4.72685
Al -0.13893 -0.26607 -0.39534
H -2.34492 -1.67520 -4.83456
O -0.37485 -2.12702 -0.13303
H -0.02086 -4.31948 1.43627
C 2.96112 0.85676 1.04898
N -1.46105 -0.39933 -1.85150
O -3.83226 0.80563 0.54395
C 1.46123 3.91613 -0.74069
C 0.52079 -4.48647 0.50672
C 1.17328 2.60055 -1.03861
H 0.80918 0.07532 3.39095
N 0.31388 1.86537 -0.32253
C -1.89155 -4.10958 -0.72275
H -0.92110 1.31954 2.44149
H -0.56416 4.15651 1.95496
H 4.64444 2.13970 1.17788
H -0.39963 -1.04751 -3.51494
N 1.90354 0.32893 1.68750
C -2.74475 -0.25150 -1.29433
C 1.66736 0.58750 2.98422
H -2.24097 2.10608 1.59958
C 3.80627 1.71876 1.71433
C 2.47507 -1.83954 -1.15056
C -0.04543 3.73784 1.10174
H -4.84319 -0.42007 -1.52473
H 1.04699 5.52130 0.63136
C -2.80230 0.34343 0.03765
*
```

Results
- Lowest unoccupied orbital energy (alpha / beta): -0.58 / -0.58 eV
- Molar mass: 470.54 g/mol
- Energy: -2313.12837 Eh
- Energy above the lowest of the compared OMol25 structures with the same formula, charge and spin: 0.000 eV

Atomic partial charges in e from the Löwdin method, atoms 1 to 6: -0.174, 0.108, 0.074, 0.744, -0.200, -0.051

=====

[2]
# C20H21As2AuCl3OSTe

A structure of composition C20H21As2AuCl3OSTe in a non-equilibrium geometry (ωB97M-V/def2-TZVPD, the Open Molecules 2025 dataset).

ORCA input file:
```
! RIJCOSX wB97M-V def2-TZVPD def2/J DEFGRID3
* xyz 1 3
H -3.36073 0.24343 4.55372
C -2.70495 4.18059 -3.56167
As 0.90146 -0.66745 2.00427
C 5.72595 1.49251 -0.42093
H -2.01930 -3.92924 1.17212
H -2.59431 -0.95817 -1.33759
C -1.68150 1.65936 -4.23783
C 6.75087 0.94268 0.38286
H -1.00162 0.46565 4.23705
H -3.17977 5.12275 -3.36983
As -0.84071 -2.13221 -0.14147
C 6.89813 -0.44009 0.16103
C -2.41911 3.82002 -4.88449
H 7.52569 -1.22638 0.61066
Cl -1.07523 0.10428 -4.71670
C -2.92493 -0.10883 3.64676
C 1.67820 0.79352 3.04167
H 0.70623 -3.16499 2.56277
C -3.75190 -0.76298 2.75810
C -2.43645 3.28921 -2.53748
S 5.74604 -1.03545 -0.96500
H 2.73836 0.91634 2.69371
C -1.83388 -1.25522 1.33652
H -3.86820 -1.76282 0.79337
Au 1.83344 -0.27472 -0.11303
H -1.49884 -1.58727 -2.48515
H -1.67050 -4.67983 -0.44316
Cl -2.76757 3.64125 -0.85271
H 0.91484 -2.11022 4.00747
C -2.02162 -1.79083 -1.59276
C -2.01094 1.92507 -2.85630
C -1.59453 0.03870 3.43276
O -1.88338 1.02834 -1.98848
C -1.87707 2.58855 -5.21970
H 7.38132 1.47354 1.10058
H -0.35475 -4.45416 0.68303
H -4.77371 -0.97217 3.03785
H -1.64564 2.24896 -6.22739
C 1.28608 -2.29698 2.99921
H 1.07820 1.60590 2.73506
H 5.33760 2.46252 -0.37265
Te 3.18411 0.85931 -2.06864
Cl -2.84754 4.86417 -6.11048
C -1.03862 -0.56779 2.28644
C 5.02080 0.51903 -1.12469
C -1.29482 -4.02360 0.37777
H 1.72248 0.47200 4.09395
H -2.60446 -2.74702 -1.65379
C -3.22592 -1.28912 1.55206
H 2.37272 -2.52010 3.02112
*
```

Results
- Lowest unoccupied orbital energy (alpha / beta): -2.53 / -5.72 eV
- Molar mass: 890.22 g/mol
- Energy: -7503.63674 Eh
- Energy above the lowest of the compared OMol25 structures with the same formula, charge and spin: 0.050 eV

Atomic partial charges in e from the Löwdin method, atoms 1 to 6: 0.107, -0.105, 0.918, -0.239, 0.012, -0.019